{"formula": "C5H9NO", "method": "wB97M-V/def2-TZVPD", "elements": ["O", "N", "C", "C", "C", "C", "C", "H", "H", "H", "H", "H", "H", "H", "H", "H"], "xyz": [[-1.137, -1.205, -0.161], [-1.537, -0.107, 0.539], [-2.134, 0.825, -0.447], [1.833, 1.412, 0.585], [1.453, 0.256, 0.175], [1.280, -1.013, -0.390], [0.024, -1.754, 0.300], [-1.497, 1.106, -1.190], [2.046, -1.666, -0.304], [1.192, 2.018, 1.098], [0.972, -0.813, -1.486], [2.822, 1.792, 0.349], [0.073, -2.826, 0.186], [0.313, -1.795, 1.397], [-2.321, 1.661, 0.144], [-3.039, 0.348, -0.783]], "nbo_charge": [-0.37, -0.05, -0.48, -0.51, 0.15, -0.54, -0.05, 0.20, 0.22, 0.21, 0.24, 0.20, 0.19, 0.19, 0.20, 0.20], "de_lowest_kcal_mol": 175.73, "e_homo_ev": [-7.3, -8.7], "e_tot_ha": -325.657519, "total_charge": 0}

{"formula": "C5H9NO", "method": "wB97M-V/def2-TZVPD", "elements": ["O", "N", "C", "C", "C", "C", "C", "H", "H", "H", "H", "H", "H", "H", "H", "H"], "xyz": [[0.917, -1.665, -0.390], [-2.449, -0.331, 0.002], [2.064, -0.219, 1.118], [1.115, 0.606, -1.088], [1.307, -0.554, -0.141], [-3.010, 0.787, 0.195], [-1.902, -1.388, 0.149], [3.103, -0.011, 0.866], [1.647, 0.666, 1.592], [-2.418, 1.683, 0.256], [0.860, 1.509, -0.541], [-4.082, 0.853, 0.233], [2.020, -1.056, 1.809], [2.053, 0.784, -1.614], [0.342, 0.379, -1.815], [-1.569, -2.044, -0.631]], "nbo_charge": [-0.55, -0.29, -0.72, -0.72, 0.61, -0.30, 0.00, 0.23, 0.23, 0.19, 0.22, 0.19, 0.24, 0.24, 0.23, 0.20], "de_lowest_kcal_mol": 85.23, "e_homo_ev": -7.8, "e_tot_ha": -325.801733, "total_charge": 0}

{"formula": "C5H9NO", "method": "wB97M-V/def2-TZVPD", "elements": ["O", "N", "C", "C", "C", "C", "C", "H", "H", "H", "H", "H", "H", "H", "H", "H"], "xyz": [[1.188, -2.286, -1.037], [-1.325, 3.220, 0.700], [-0.845, 2.241, 0.314], [-0.696, -0.146, 0.741], [-1.543, -1.102, 0.367], [-0.237, 0.983, -0.157], [1.296, 1.097, -0.201], [-0.288, -0.135, 1.752], [1.716, 0.166, -0.594], [-1.846, -1.887, 1.054], [-1.973, -1.122, -0.632], [1.696, 1.273, 0.803], [0.429, -1.955, -0.538], [-0.614, 0.807, -1.172], [1.438, -3.085, -0.561], [1.605, 1.930, -0.839]], "nbo_charge": [-0.95, -0.32, 0.29, -0.15, -0.41, -0.37, -0.59, 0.21, 0.24, 0.21, 0.21, 0.21, 0.48, 0.25, 0.47, 0.23], "de_lowest_kcal_mol": 36.79, "e_homo_ev": -10.8, "e_tot_ha": -325.878926, "total_charge": 0, "smiles": "C=C[C@H](C)C#N.O"}

{"formula": "C5H9NO", "method": "wB97M-V/def2-TZVPD", "elements": ["O", "N", "C", "C", "C", "C", "C", "H", "H", "H", "H", "H", "H", "H", "H", "H"], "xyz": [[-2.199, 0.860, -1.230], [0.834, -1.375, 0.383], [0.764, -0.043, 1.001], [-1.352, 0.012, -1.047], [0.092, 0.165, -1.477], [-0.602, 0.494, 1.395], [1.127, -0.198, -0.430], [1.563, 0.208, 1.700], [1.699, -1.843, 0.646], [-1.190, -0.253, 1.936], [2.165, -0.022, -0.723], [-1.227, 0.866, 0.584], [0.232, 1.198, -1.808], [-0.498, 1.396, 1.986], [-1.589, -0.963, -0.574], [0.182, -0.501, -2.343]], "nbo_charge": [-0.55, -0.61, -0.08, 0.44, -0.53, -0.64, -0.07, 0.20, 0.36, 0.22, 0.20, 0.24, 0.23, 0.22, 0.14, 0.24], "de_lowest_kcal_mol": 58.80, "e_homo_ev": -9.6, "e_tot_ha": -325.843853, "total_charge": 0, "smiles": "C[C@H]1N[C@H]1CC=O"}

{"formula": "C5H9NO", "method": "wB97M-V/def2-TZVPD", "elements": ["O", "N", "C", "C", "C", "C", "C", "H", "H", "H", "H", "H", "H", "H", "H", "H"], "xyz": [[1.851, -0.418, 0.925], [-1.438, -0.360, -1.662], [0.701, 0.476, 0.955], [-1.252, -0.153, -0.176], [0.478, 1.113, -0.410], [-0.104, -0.096, -1.252], [-0.592, -0.513, 1.183], [-0.220, -1.532, 1.235], [-1.149, -0.253, 2.087], [0.732, -0.833, -1.202], [-1.489, -1.270, -2.092], [1.424, 1.611, -0.672], [0.692, 1.153, 1.735], [0.013, 2.093, -0.518], [-1.738, 0.773, 0.093], [1.609, -0.843, 1.764]], "nbo_charge": [-0.70, -0.54, 0.08, -0.09, -0.47, -0.11, -0.44, 0.21, 0.21, 0.20, 0.38, 0.22, 0.17, 0.24, 0.18, 0.46], "de_lowest_kcal_mol": 141.48, "e_homo_ev": -8.1, "e_tot_ha": -325.712097, "total_charge": 0, "smiles": "OC1C[C@@H]2N[C@H]2C1"}

{"formula": "C5H9NO", "method": "wB97M-V/def2-TZVPD", "elements": ["O", "N", "C", "C", "C", "C", "C", "H", "H", "H", "H", "H", "H", "H", "H", "H"], "xyz": [[0.738, -1.044, -1.201], [0.641, 1.879, -0.966], [1.023, 0.935, 0.934], [-0.945, -1.717, 0.315], [1.676, 1.700, -0.173], [-0.466, -0.593, -0.609], [-0.302, 0.690, 0.170], [-0.270, 2.301, -0.668], [1.531, 0.026, 1.266], [-1.235, -0.418, -1.377], [-1.247, 0.988, 0.634], [0.911, 1.586, 1.806], [1.110, -0.330, -1.736], [-0.211, -1.897, 1.101], [-1.905, -1.473, 0.770], [-1.051, -2.633, -0.266]], "nbo_charge": [-0.72, -0.69, -0.59, -0.62, 0.17, 0.05, -0.05, 0.43, 0.25, 0.17, 0.21, 0.24, 0.49, 0.21, 0.21, 0.23], "de_lowest_kcal_mol": 143.49, "e_homo_ev": -7.8, "e_tot_ha": -325.708895, "total_charge": 0}

{"formula": "C5H9NO", "method": "wB97M-V/def2-TZVPD", "elements": ["O", "N", "C", "C", "C", "C", "C", "H", "H", "H", "H", "H", "H", "H", "H", "H"], "xyz": [[2.422, 2.075, -0.393], [0.014, 0.135, -0.390], [-0.816, -1.554, -1.406], [-0.751, 0.118, 1.957], [-0.611, -0.588, 0.619], [-0.186, -0.382, -1.681], [-1.160, -1.730, 0.019], [2.551, 2.128, -1.348], [-1.633, -0.056, 2.451], [-1.677, -2.513, 0.468], [-0.599, 1.212, 1.801], [-0.009, -0.327, 2.700], [2.889, 2.828, -0.046], [0.607, 0.970, -0.137], [0.300, -0.095, -2.534], [-1.338, -2.221, -2.078]], "nbo_charge": [-0.96, -0.56, -0.23, -0.68, 0.41, 0.18, -0.18, 0.48, 0.27, 0.26, 0.26, 0.29, 0.50, 0.47, 0.24, 0.26], "de_lowest_kcal_mol": 12.86, "s2": 0.76, "e_homo_ev": [-14.7, -14.6], "e_tot_ha": -325.595073, "total_charge": 1, "spin_multiplicity": 2}

{"formula": "C5H9NO2", "method": "wB97M-V/def2-TZVPD", "elements": ["O", "O", "N", "C", "C", "C", "C", "C", "H", "H", "H", "H", "H", "H", "H", "H", "H"], "xyz": [[-1.371, -1.149, 0.006], [-1.167, 1.151, -0.133], [2.217, -0.051, -0.050], [1.273, 1.135, 0.280], [0.014, 0.566, -0.377], [0.023, -0.693, 0.388], [-2.070, 0.072, 0.097], [1.185, -1.102, -0.295], [-2.650, 0.333, -0.716], [1.711, 2.095, -0.345], [2.691, -0.489, 0.971], [-2.544, 0.029, 1.101], [0.712, -0.847, -1.568], [-0.228, -0.581, 1.472], [1.481, -2.180, -0.070], [0.948, 1.432, 1.404], [0.111, 0.676, -1.446]], "nbo_charge": [-0.54, -0.53, -0.59, -0.25, 0.04, -0.01, 0.21, -0.24, 0.18, 0.21, 0.35, 0.15, 0.19, 0.22, 0.22, 0.21, 0.19], "de_lowest_kcal_mol": 159.61, "e_homo_ev": -9.3, "e_tot_ha": -400.922411, "total_charge": 0}

Copy entry 1 word for word.
{"formula": "C5H9NO", "method": "wB97M-V/def2-TZVPD", "elements": ["O", "N", "C", "C", "C", "C", "C", "H", "H", "H", "H", "H", "H", "H", "H", "H"], "xyz": [[-1.137, -1.205, -0.161], [-1.537, -0.107, 0.539], [-2.134, 0.825, -0.447], [1.833, 1.412, 0.585], [1.453, 0.256, 0.175], [1.280, -1.013, -0.390], [0.024, -1.754, 0.300], [-1.497, 1.106, -1.190], [2.046, -1.666, -0.304], [1.192, 2.018, 1.098], [0.972, -0.813, -1.486], [2.822, 1.792, 0.349], [0.073, -2.826, 0.186], [0.313, -1.795, 1.397], [-2.321, 1.661, 0.144], [-3.039, 0.348, -0.783]], "nbo_charge": [-0.37, -0.05, -0.48, -0.51, 0.15, -0.54, -0.05, 0.20, 0.22, 0.21, 0.24, 0.20, 0.19, 0.19, 0.20, 0.20], "de_lowest_kcal_mol": 175.73, "e_homo_ev": [-7.3, -8.7], "e_tot_ha": -325.657519, "total_charge": 0}